Density functional theory data (the ωB97M-V functional and the def2-TZVPD basis) for the molecule C4H8O2 in a non-equilibrium geometry.

Structure (XYZ):
```
14
Properties=species:S:1:pos:R:3:forces:R:3
C -1.90742 1.20481 -0.50289 -0.012 0.287 0.309
O -0.83588 1.19656 0.43303 -0.923 0.154 0.156
C 0.60030 -0.64918 -0.20489 -0.014 0.111 0.114
C 2.07446 -0.88467 0.16937 -0.628 -0.432 -0.132
C -0.30729 -0.03617 0.73467 0.701 0.262 0.051
O -0.76514 -1.25916 0.24579 1.495 -0.071 -0.274
H -2.53647 2.04087 -0.18674 -0.091 -0.187 -0.274
H -1.57296 1.37050 -1.53719 0.051 -0.119 0.227
H -2.43703 0.26086 -0.41673 -0.293 0.049 -0.267
H 0.43051 -0.42556 -1.25190 0.109 0.290 0.097
H 2.70400 -0.21937 -0.45975 -0.629 -0.313 0.213
H 2.28113 -0.60887 1.21098 -0.149 -0.323 -0.215
H 2.38863 -1.90223 -0.03884 0.203 -0.165 0.139
H -0.09390 -0.13058 1.80304 0.181 0.457 -0.143
```
Forces are in eV/Å.

Computed properties:
Lowest unoccupied orbital energy in hartree: 0.039
HOMO-LUMO gap in eV: 10.47
Net charge: 0
HOMO energy in eV: -9.40
2S+1: 1
Energy above the lowest of the compared OMol25 structures with the same formula, charge and spin in kJ/mol: 291.9

Mulliken population analysis, charges in e, atoms 1 to 2:
1. C -0.694
2. O -0.377

Density functional theory data (the ωB97M-V functional and the def2-TZVPD basis) for the molecule C4H8O2.

Structure (XYZ):
```
14
Properties=species:S:1:pos:R:3:forces:R:3
C 1.82044 0.01112 -0.23130 -0.059 0.034 0.107
C 0.51397 0.79709 -0.19560 0.043 0.464 -0.049
O 0.49845 1.97506 -0.49424 0.082 -0.327 0.051
C -1.03582 -1.08321 -0.70112 -0.003 -0.111 -0.027
C -0.82914 0.14260 0.16126 0.328 -0.142 -0.003
O -1.88782 1.03686 -0.05098 0.210 0.222 0.029
H 1.90433 -0.69821 0.59709 -0.118 0.062 -0.073
H 1.93082 -0.56200 -1.16372 -0.277 0.173 0.199
H 2.65549 0.71773 -0.18647 -0.254 -0.088 0.019
H -0.98374 -0.80211 -1.75928 -0.119 -0.120 0.156
H -0.26460 -1.83072 -0.49022 -0.265 -0.074 -0.041
H -0.83566 -0.16509 1.22064 0.294 0.090 -0.123
H -2.03415 -1.45446 -0.45855 0.200 -0.251 -0.249
H -1.46678 1.88352 -0.27202 -0.062 0.069 0.003
```
Forces are in eV/Å.

Computed properties:
Lowest unoccupied orbital energy in hartree: 0.032
HOMO-LUMO gap in eV: 11.05
Net charge: 0
HOMO energy in eV: -10.18
2S+1: 1
Energy above the lowest of the compared OMol25 structures with the same formula, charge and spin in kJ/mol: 69.3

Mulliken population analysis, charges in e, atoms 1 to 2:
1. C -1.249
2. C 0.844

Density functional theory data (the ωB97M-V functional and the def2-TZVPD basis) for a cluster of 2 separate species, C4H8O2 in total.

Structure (XYZ):
```
14
Properties=species:S:1:pos:R:3:forces:R:3
C 1.47911 -1.63127 0.67662 0.007 -0.182 0.050
C 0.97964 0.30397 -1.10421 -0.037 0.861 -0.148
O 0.38123 0.95404 -0.11250 0.417 0.380 -0.369
C -0.86383 1.50108 -0.47885 -0.291 0.595 -0.143
O -0.83086 2.58249 -0.97411 -0.333 -0.389 0.041
C -2.05809 0.72669 -0.04274 -0.007 -0.002 0.056
H 1.56016 -0.80525 1.39156 -0.072 -0.093 -0.395
H 0.72238 -2.33100 1.03146 0.143 -0.108 0.061
H 2.44962 -2.11801 0.57551 -0.135 -0.077 0.039
H 2.05762 0.48927 -0.90588 -0.068 -0.582 0.256
H 1.13403 -1.31347 -0.32798 0.210 -0.313 0.462
H -2.07534 -0.28751 -0.45145 0.171 0.162 0.032
H -2.96426 1.26737 -0.32260 0.191 -0.113 0.075
H -1.97141 0.66160 1.04516 -0.196 -0.138 -0.017
```
Forces are in eV/Å.

Computed properties:
Lowest unoccupied orbital energy in hartree: 0.016
HOMO-LUMO gap in eV: 9.45
Net charge: 0
HOMO energy in eV: -9.01
2S+1: 1
Energy above the lowest of the compared OMol25 structures with the same formula, charge and spin in kJ/mol: 413.2

Mulliken population analysis, charges in e, atoms 1 to 2:
1. C -0.926
2. C -0.485

Density functional theory data (the ωB97M-V functional and the def2-TZVPD basis) for a structure of composition C4H8O2.

Structure (XYZ):
```
14
Properties=species:S:1:pos:R:3:forces:R:3
C 1.49186 -0.14549 0.80252 0.038 -0.024 0.004
C 0.01204 0.11433 0.61698 0.051 0.055 0.096
C -0.44329 1.16061 -0.40721 0.094 0.398 0.127
O -1.41981 0.24684 -0.95071 -0.265 0.068 0.117
C -0.81700 -0.84871 -0.25749 -0.209 -0.043 0.196
O -0.09716 -1.56720 -1.21418 -0.034 0.063 -0.125
H 1.66733 -0.92567 1.55048 -0.028 0.095 -0.108
H 2.00186 0.76317 1.14151 -0.060 -0.127 -0.044
H 1.94416 -0.47286 -0.13808 -0.046 0.070 0.120
H -0.49297 0.27883 1.57422 0.072 -0.058 -0.121
H -0.93338 2.06062 -0.03532 0.126 0.018 0.045
H 0.33171 1.43565 -1.13903 -0.216 -0.090 0.072
H -0.28295 -1.00067 -1.98037 0.380 -0.541 -0.271
H -1.54193 -1.50507 0.24001 0.097 0.114 -0.109
```
Forces are in eV/Å.

Computed properties:
Lowest unoccupied orbital energy in hartree: 0.037
HOMO-LUMO gap in eV: 11.23
Net charge: 0
HOMO energy in eV: -10.21
2S+1: 1
Energy above the lowest of the compared OMol25 structures with the same formula, charge and spin in kJ/mol: 165.4

Mulliken population analysis, charges in e, atoms 1 to 2:
1. C -1.342
2. C 0.187